17
Properties=species:S:1:pos:R:3 method="wB97M-V/def2-TZVPD" s2=0.756 e_above_lowest_kj_mol=28.21 multiplicity=2 total_charge=0 homo_ha="-0.368 / -0.369" orbital_gap_ev="10.86 / 6.89"
O 2.53129 0.43428 -1.82722
C 1.56010 -0.25694 -1.55931
O 1.15691 -1.38549 -1.76196
C 0.58412 0.58641 -0.52397
C -0.72861 -0.13808 -0.27659
C -1.69484 0.66686 0.60646
C -1.38482 0.27155 3.04314
C -1.94034 -0.06059 1.89508
H 1.24528 0.60052 0.34178
H 0.37034 1.55999 -0.94665
H -1.11707 -0.34936 -1.26298
H -0.48552 -1.12554 0.10452
H -2.65524 0.74795 0.10303
H -1.29291 1.65254 0.83289
H -0.74818 1.16220 3.03285
H -1.55745 -0.13365 4.03634
H -2.47544 -0.99750 1.78468